Entry 1:
The ion C6H9N2O2S with charge -1 in a non-equilibrium geometry, computed with the ωB97M-V functional and the def2-TZVPD basis.

The geometry in XYZ format:
```
20
Properties=species:S:1:pos:R:3:forces:R:3
C -2.786969 -1.743638 -1.182096 -1.29 0.62 -1.49
C -2.959427 0.195642 0.311058 0.52 0.31 0.46
C 1.928092 1.281906 -0.655766 1.96 -0.44 0.84
C 0.905870 0.462357 1.566030 2.97 -0.52 0.17
C 1.059207 -1.091649 -0.354597 -0.07 -0.30 -0.16
C 0.882561 0.416477 0.050814 -1.66 -1.69 -0.69
N -2.547930 -1.036447 -0.279133 0.56 -0.04 1.58
N -0.403874 0.870597 -0.417866 0.32 0.29 -1.90
O -3.114131 -2.316381 -2.147999 0.31 -1.18 -0.46
O -4.107366 0.428463 0.629691 -0.03 -0.35 -0.15
S -1.626044 1.286954 0.473042 -0.93 1.11 0.76
H 1.902920 1.264476 -1.797552 -0.22 -0.26 1.64
H 1.737557 2.358261 -0.317241 0.76 -1.40 -0.39
H 2.968776 0.776335 -0.272501 -1.88 1.82 -1.03
H -0.003136 0.057057 1.939682 -0.89 0.12 0.41
H 1.100363 1.516178 1.825724 -0.28 -0.49 0.61
H 1.704455 -0.252983 1.993452 -0.70 1.40 -0.51
H 1.237519 -1.254839 -1.431991 -0.25 0.38 0.24
H 1.944832 -1.487307 0.147857 0.10 -0.21 0.09
H 0.176718 -1.731450 -0.080611 0.72 0.84 -0.04
```
Forces are in eV/Å.

Output
ΔE to the lowest compared entry with this formula, charge and spin = 11.3 kcal per mole
Molar mass = 173.2 g/mol
Total charge = -1
HOMO = -0.109 Eh
Calculated total energy = -24277.920 eV
SMILES string = CC(C)(C)[N-]SC(=O)N=C=O
Lowest unoccupied orbital energy = 3.53 eV
Kohn-Sham gap = 6.484 eV



Entry 2:
The molecule C3H8N2O, computed with the ωB97M-V functional and the def2-TZVPD basis.

The geometry in XYZ format:
```
14
Properties=species:S:1:pos:R:3:forces:R:3
O 0.027376 -1.355591 -1.527362 0.03 0.00 -0.19
C 0.317815 -1.108516 -0.372719 -0.20 0.13 0.18
N 0.227043 0.150031 0.143258 -0.10 -0.26 -0.14
C -0.422288 1.206252 -0.618828 0.22 0.01 0.13
N -0.829453 2.256291 0.306794 -0.07 -0.05 -0.39
C 0.822566 -2.135431 0.604129 -0.01 0.08 0.08
H 0.252238 0.278497 1.141877 0.05 0.10 -0.06
H -1.243728 0.755822 -1.173315 -0.18 0.07 0.01
H 0.272902 1.593326 -1.365056 0.04 0.02 0.02
H -1.835489 2.353208 0.312986 0.02 0.03 0.09
H -0.442057 3.140424 0.009011 -0.05 0.05 0.14
H 1.894544 -1.987231 0.706240 0.12 -0.11 0.20
H 0.626967 -3.142283 0.268277 -0.02 -0.14 -0.30
H 0.331562 -2.004799 1.564708 0.14 0.05 0.22
```
Forces are in eV/Å.

Output
ΔE to the lowest compared entry with this formula, charge and spin = 10.6 kcal per mole
Molar mass = 88.1 g/mol
HOMO = -0.350 Eh
Calculated total energy = -8268.868 eV
SMILES string = CC(=O)NCN
Lowest unoccupied orbital energy = 0.91 eV
Kohn-Sham gap = 10.417 eV



Entry 3:
The molecule C5H6O2, computed with the ωB97M-V functional and the def2-TZVPD basis.

The geometry in XYZ format:
```
13
Properties=species:S:1:pos:R:3:forces:R:3
C 1.118568 -1.306526 -0.098522 0.02 -0.06 -0.02
C 0.581805 0.033626 0.361560 -0.09 -0.25 -0.03
O 1.583723 1.009083 0.203572 -0.06 0.25 0.07
C -0.642299 0.465700 -0.428800 0.40 -0.04 0.15
O -0.971337 1.734281 -0.396131 -0.03 -0.15 -0.11
C -1.686596 -0.419548 -0.941023 -0.11 0.44 0.19
C -2.241407 0.596977 -0.291062 -0.34 -0.26 -0.01
H 2.035658 -1.538328 0.448723 -0.13 0.04 -0.05
H 1.344564 -1.275008 -1.168083 -0.02 0.00 0.14
H 0.379442 -2.092434 0.075820 0.11 0.11 -0.03
H 0.259319 -0.030923 1.416294 0.01 0.02 -0.15
H 1.173798 1.872956 0.357419 0.14 -0.09 -0.03
H -2.935239 0.950145 0.460234 0.12 -0.02 -0.11
```
Forces are in eV/Å.

Output
ΔE to the lowest compared entry with this formula, charge and spin = 122.8 kcal per mole
Molar mass = 98.1 g/mol
HOMO = -0.353 Eh
Calculated total energy = -9371.771 eV
Lowest unoccupied orbital energy = 0.49 eV
Kohn-Sham gap = 10.088 eV



Entry 4:
A structure of composition C34H37AsCoF6N9O5S3, computed with the ωB97M-V functional and the def2-TZVPD basis.

The geometry in XYZ format:
```
96
Properties=species:S:1:pos:R:3:forces:R:3
Co 0.623524 1.564068 -0.252139 0.29 -0.50 0.10
C 3.223076 0.923715 1.308300 -0.02 0.00 -0.04
N 2.863209 1.524344 0.024944 -0.02 0.02 -0.16
C 3.511553 0.974939 -1.162539 -0.05 -0.05 0.04
C 2.625811 1.272460 -2.331446 0.00 -0.01 0.02
N 1.323830 1.377833 -2.203357 0.03 0.15 0.01
C 0.829617 1.657294 -3.478393 -0.02 -0.07 0.02
C -0.467749 1.908528 -3.921637 0.02 0.01 0.00
C -0.639003 2.171428 -5.264910 0.00 0.01 -0.01
C 0.445290 2.190545 -6.156454 -0.01 0.00 -0.01
C 1.735470 1.954326 -5.729161 0.00 0.01 0.01
C 1.898425 1.691310 -4.374362 0.01 -0.02 -0.02
N 3.029178 1.437299 -3.605186 -0.01 -0.01 -0.02
C 2.029470 1.010122 2.204838 0.03 0.02 -0.04
N 0.801941 1.025912 1.737349 -0.05 0.02 0.00
C -0.035702 1.065671 2.855600 0.02 -0.09 -0.04
C -1.423507 1.090472 2.960516 0.01 -0.07 0.01
C -1.965503 1.141552 4.227406 -0.01 -0.02 0.00
C -1.156388 1.166272 5.373586 0.00 0.00 0.01
C 0.220043 1.133686 5.284933 0.00 0.01 0.00
C 0.754859 1.080654 4.004134 0.01 -0.03 -0.01
N 2.067297 1.033197 3.546529 -0.03 0.02 0.04
H 4.094030 1.394494 1.770096 -0.01 0.02 0.01
H 3.443523 -0.134586 1.145703 0.00 0.00 0.02
H 3.023407 2.526563 0.077770 0.10 -0.02 0.11
H 3.559514 -0.109548 -1.045950 0.02 -0.01 -0.02
H 4.525052 1.353295 -1.325531 -0.01 0.02 -0.01
H -1.304455 1.923837 -3.236766 0.00 -0.02 -0.01
H -1.629737 2.382912 -5.643565 0.00 0.00 0.00
H 0.264919 2.407548 -7.200139 0.00 0.00 0.00
H 2.572626 1.984426 -6.413176 0.00 0.00 0.00
H 3.983358 1.450240 -3.925224 0.00 -0.01 0.01
H -2.055775 1.098526 2.083907 0.00 0.05 -0.05
H -3.039814 1.184668 4.344466 -0.01 0.01 0.01
H -1.623263 1.218706 6.347417 0.00 0.01 0.00
H 0.845486 1.157043 6.166887 0.00 0.00 0.00
H 2.897643 1.116420 4.109118 0.01 -0.02 -0.01
C -2.437819 -7.439690 2.685261 0.00 0.00 0.00
C -2.522314 -6.203643 1.868462 -0.01 -0.05 -0.02
C -2.330574 -4.933257 2.467027 0.02 0.09 0.04
C -2.454205 -3.792667 1.740237 0.01 -0.05 -0.02
C -2.827328 -3.859483 0.359163 0.04 -0.01 0.01
N -3.046237 -2.688520 -0.266858 -0.03 -0.03 0.00
C -3.743420 -2.504930 -1.505168 0.03 -0.03 0.18
O -4.178122 -3.426010 -2.138601 0.03 0.00 0.03
N -3.957120 -1.198433 -1.822271 0.03 0.02 -0.32
C -3.317656 -0.012354 -1.403240 -0.16 0.06 0.21
C -4.088054 1.151286 -1.337016 -0.03 -0.03 0.10
C -3.502183 2.319708 -0.908702 0.03 0.02 0.00
C -2.161890 2.298066 -0.545696 -0.11 0.02 -0.12
N -1.417226 1.194834 -0.647325 -0.02 0.41 0.06
C -1.971666 0.058028 -1.088001 0.11 -0.05 -0.01
C -2.967628 -5.137425 -0.267130 -0.02 0.01 0.02
C -2.816514 -6.263444 0.485658 0.00 0.03 0.00
H -1.680334 -7.355391 3.464188 0.00 0.00 0.00
H -2.247926 -8.320518 2.075902 0.00 0.00 0.00
H -3.396708 -7.593420 3.194360 0.00 0.00 0.00
H -2.095817 -4.879299 3.522318 0.03 0.00 -0.01
H -2.310369 -2.822566 2.199782 0.00 0.02 0.02
H -2.869474 -1.853828 0.280693 0.00 0.00 -0.03
H -4.655791 -1.100893 -2.547044 0.08 -0.03 -0.08
H -5.137193 1.121604 -1.606079 0.01 -0.01 0.00
H -4.056733 3.244910 -0.840901 -0.01 -0.01 0.01
H -1.678719 3.199962 -0.199407 0.05 0.07 0.06
H -1.298924 -0.785938 -1.206149 -0.03 -0.05 0.00
H -3.207006 -5.196946 -1.314808 -0.02 0.02 -0.03
H -2.931935 -7.232605 0.018060 0.00 0.00 0.00
F 2.842204 6.668518 -0.057289 0.04 0.00 0.03
C 2.264308 5.603487 -0.570489 0.03 -0.10 -0.13
F 1.345652 5.959712 -1.453120 -0.02 0.04 0.06
F 3.190840 4.852977 -1.198912 -0.05 0.01 0.03
S 1.510968 4.556005 0.744705 -0.13 0.21 -0.08
O 0.753624 3.574443 -0.057375 -0.32 0.15 -0.15
O 2.628497 3.981608 1.441202 0.12 0.08 0.19
N 0.630913 5.527310 1.536809 0.00 -0.20 -0.07
S -0.939765 5.240939 1.722158 -0.03 -0.10 0.05
O -1.179334 4.011715 2.429872 0.02 0.05 -0.03
O -1.706042 5.482442 0.533701 0.05 0.00 -0.03
C -1.305523 6.620690 2.888209 -0.05 0.01 -0.06
F -1.038312 7.783986 2.318102 0.00 0.00 0.01
F -0.593439 6.487435 3.995381 0.02 -0.01 0.04
F -2.600323 6.551464 3.179938 0.02 0.01 0.01
C 2.897131 -4.632276 0.570472 0.00 0.02 0.01
As 2.447669 -3.440497 -0.874063 -0.04 -0.05 -0.06
C 4.163147 -2.837775 -1.510478 0.02 -0.02 -0.01
C 1.749284 -4.525488 -2.303331 -0.01 0.00 0.01
S 1.132275 -1.910825 -0.291289 0.05 0.07 0.06
H 3.351858 -5.538838 0.173400 0.00 0.01 0.00
H 2.000168 -4.872053 1.134834 -0.04 -0.02 -0.02
H 3.604918 -4.125981 1.224509 -0.02 0.00 0.02
H 4.813582 -3.704057 -1.629652 0.01 0.01 -0.02
H 4.601595 -2.159615 -0.781032 0.01 -0.02 0.01
H 4.051072 -2.336148 -2.469792 -0.03 0.02 0.01
H 2.338383 -5.434757 -2.413509 0.01 0.01 0.00
H 1.785615 -3.949184 -3.225964 -0.02 0.01 0.01
H 0.714657 -4.772559 -2.077321 0.00 -0.03 0.01
```
Forces are in eV/Å.

Output
Molar mass = 995.8 g/mol
Total charge = +2
⟨S²⟩ = 6.026
HOMO (alpha / beta) = -0.480 / -0.479 Eh
Calculated total energy = -206773.132 eV
2S+1 = 5
Lowest unoccupied orbital energy (alpha / beta) = -4.90 / -8.44 eV
Kohn-Sham gap (alpha / beta) = 8.156 / 4.602 eV